The following is a DFT calculation (ωB97M-V with the def2-TZVPD basis set) of C13H10F5NTm as an isolated structure at a distorted geometry.

The geometry in XYZ format:
```
30
Properties=species:S:1:pos:R:3:forces:R:3
C -0.430 1.052 -2.082 0.049 0.970 -0.649
C 0.968 1.190 -1.845 0.092 1.018 -0.823
C 1.138 2.015 -0.697 -0.106 0.907 -0.729
C -0.151 2.377 -0.218 0.054 1.087 -0.672
C -1.123 1.778 -1.072 -0.013 1.116 -0.766
Tm 0.000 0.000 0.000 2.989 2.604 4.193
N -1.314 -1.306 0.029 -5.602 -4.376 -0.721
C -0.360 -2.352 -0.494 -0.149 -0.720 -0.105
C 1.030 -1.694 -0.689 1.809 -2.464 -1.370
H 2.092 2.287 -0.242 -0.353 -0.127 -0.130
H 1.767 0.741 -2.436 -0.336 0.144 0.267
H -0.364 2.978 0.667 0.104 -0.289 -0.380
H -2.206 1.848 -0.960 0.442 -0.062 -0.012
H -0.891 0.455 -2.872 0.184 0.199 0.338
H 1.394 -1.768 -1.724 -0.030 -0.278 0.334
H -0.310 -3.194 0.227 0.000 0.307 -0.325
H -2.289 -1.609 0.024 0.532 -0.381 -0.004
H 1.786 -2.056 0.024 -0.204 -0.126 -0.282
H -0.736 -2.742 -1.460 0.182 0.059 0.342
F 0.983 -2.228 2.359 0.017 -0.004 0.287
C 0.335 -1.266 3.054 -1.210 1.920 0.690
C -0.218 -0.162 2.387 0.504 0.492 1.109
C -0.885 0.824 3.127 1.156 -2.297 0.676
F -1.443 1.885 2.501 -0.102 0.160 0.235
C -0.990 0.711 4.519 -0.133 0.214 -0.504
F -1.635 1.669 5.229 0.121 -0.239 0.160
C -0.431 -0.388 5.177 0.020 0.103 -0.365
F -0.531 -0.496 6.526 0.001 0.028 -0.384
C 0.230 -1.378 4.444 0.149 -0.236 -0.560
F 0.772 -2.446 5.082 -0.168 0.270 0.151
```
Positions in Å, forces in eV/Å.

Results
electronic energy	-58248.271	eV
HOMO-LUMO gap (spin up / spin down)	6.8845 / 6.9092	eV
total charge	-1
2S+1	3